# C49H77ClN6O3PPtSeSi4Te2

A molecular structure, C49H77ClN6O3PPtSeSi4Te2 at a distorted geometry (ωB97M-V/def2-TZVPD, the Open Molecules 2025 dataset).

```
145
Properties=species:S:1:pos:R:3:forces:R:3:lowdin_spin:R:1
Pt -1.137 0.245 -0.164 0.259 -1.035 0.894 0.781
C 0.102 -4.972 4.742 -0.027 0.005 -0.088 0.002
C 0.104 -3.765 3.845 0.028 -0.117 0.160 0.010
C 0.738 -2.595 4.194 -0.105 -0.032 -0.152 -0.005
C 0.741 -1.471 3.356 -0.182 -0.017 -0.554 0.013
C 1.268 -0.213 3.864 -0.090 0.142 0.002 0.007
O 1.407 0.825 3.209 0.038 -0.051 0.185 0.090
C 1.619 -0.187 5.327 0.193 0.008 0.121 0.002
C 0.646 -0.370 6.305 -0.019 0.096 -0.044 0.000
C 0.998 -0.387 7.645 -0.019 0.029 0.025 0.000
C 2.325 -0.230 8.018 -0.017 0.029 0.006 0.000
C 3.296 -0.033 7.048 0.029 -0.005 0.048 0.000
C 2.944 -0.009 5.708 -0.034 0.043 -0.110 0.000
C 0.169 -1.548 2.029 -0.173 -0.224 0.468 0.005
O 0.351 -0.583 1.212 -0.161 0.455 -0.517 0.075
C -0.590 -2.742 1.729 0.105 0.264 0.188 0.009
C -0.586 -3.793 2.639 0.105 0.175 -0.033 0.000
C -1.405 -2.901 0.524 -0.096 -0.081 -0.156 0.009
N -1.542 -1.993 -0.366 -0.071 0.566 0.000 0.110
C -2.323 -2.202 -1.568 -0.156 -0.272 -0.211 0.009
C -3.517 -1.263 -1.629 0.269 0.029 -0.089 0.069
Te -5.583 1.133 0.286 -0.141 -0.154 0.485 0.868
C -5.027 -0.126 1.879 -0.310 0.013 -0.139 0.066
C -3.777 -0.061 2.483 0.161 0.182 0.036 0.031
C -3.461 -0.900 3.539 0.045 -0.031 0.083 -0.004
C -4.382 -1.833 3.994 0.003 -0.004 -0.049 0.040
C -5.635 -1.905 3.401 0.023 -0.081 0.020 -0.004
C -5.958 -1.050 2.360 -0.184 0.014 -0.143 0.039
C -2.175 -4.180 0.388 -0.051 -0.098 -0.132 0.005
C -3.524 -4.173 0.727 0.084 -0.051 0.082 0.002
C -4.285 -5.321 0.577 -0.062 0.003 -0.032 0.000
C -3.708 -6.480 0.078 -0.016 0.013 0.012 0.001
C -2.362 -6.490 -0.254 0.026 -0.046 -0.074 0.000
C -1.596 -5.344 -0.104 0.023 0.061 0.074 0.001
H 0.667 -4.788 5.654 0.001 -0.011 0.028 0.000
H 0.544 -5.831 4.234 0.017 -0.041 0.050 0.001
H -0.919 -5.243 5.017 0.015 -0.046 0.058 0.001
H 1.240 -2.544 5.149 0.027 0.006 0.010 0.000
H -0.390 -0.502 6.017 -0.014 -0.045 -0.016 0.000
H 0.238 -0.538 8.400 -0.013 0.017 0.003 0.000
H 2.600 -0.264 9.064 0.011 0.016 0.011 0.000
H 4.331 0.096 7.337 0.015 -0.008 -0.011 0.000
H 3.701 0.137 4.947 0.015 0.010 -0.019 0.000
H -1.143 -4.690 2.401 -0.024 -0.010 -0.007 0.000
H -2.663 -3.237 -1.667 0.024 0.063 -0.013 0.001
H -1.658 -1.976 -2.406 -0.040 -0.081 0.042 0.002
H -4.184 -1.403 -0.774 0.021 -0.006 0.050 0.025
H -4.084 -1.453 -2.541 -0.007 0.076 0.008 0.002
H -3.056 0.668 2.141 0.117 -0.074 -0.108 -0.001
H -2.495 -0.823 4.022 0.110 -0.015 -0.053 -0.001
H -4.124 -2.498 4.808 -0.009 0.008 0.018 0.003
H -6.364 -2.623 3.754 -0.018 0.010 0.002 -0.001
H -6.944 -1.087 1.915 -0.013 -0.051 0.016 0.002
H -3.968 -3.270 1.124 -0.057 0.096 0.026 0.000
H -5.334 -5.305 0.841 -0.017 -0.014 0.014 0.000
H -4.307 -7.371 -0.052 0.005 -0.020 0.021 0.000
H -1.905 -7.393 -0.636 0.002 -0.015 -0.009 0.000
H -0.543 -5.355 -0.360 0.020 0.002 -0.015 0.000
Cl 1.805 2.608 0.492 0.267 -0.092 -0.194 0.067
C -2.783 4.189 -0.368 -0.271 -0.111 -0.010 0.019
N -1.813 4.006 -1.421 0.332 0.029 -0.212 0.015
C -0.770 4.874 -1.685 0.176 0.077 -0.030 0.005
C -0.183 4.427 -2.815 0.149 0.149 0.119 0.001
N -0.883 3.303 -3.204 -0.009 0.445 0.348 0.003
C -0.606 2.552 -4.407 -0.032 -0.275 -0.075 0.001
C -1.889 3.029 -2.347 -0.188 -0.065 -0.334 0.049
Se -2.950 0.649 -1.663 -0.107 -0.234 0.194 0.656
H -2.287 4.453 0.567 -0.040 -0.069 -0.032 0.011
H -3.343 3.264 -0.245 0.085 -0.046 0.031 0.007
H -3.485 4.983 -0.626 0.011 -0.042 0.029 0.001
H -0.528 5.708 -1.053 -0.008 -0.013 -0.134 0.000
H 0.661 4.812 -3.359 0.024 0.001 -0.023 0.000
H 0.024 3.148 -5.066 -0.032 0.003 -0.014 0.000
H -1.543 2.322 -4.910 0.013 0.044 -0.025 0.000
H -0.099 1.620 -4.168 0.040 -0.011 0.005 0.000
C 0.909 7.040 0.497 -0.088 -0.230 0.261 0.002
Si -0.582 6.656 1.614 0.041 0.531 -0.047 0.028
C -0.594 7.830 3.099 0.119 -0.299 -0.064 0.012
C -2.190 7.100 0.693 0.143 -0.363 0.147 0.003
Si -0.265 4.555 2.821 -0.200 0.237 0.047 0.116
Te -0.241 2.250 1.459 -0.308 0.561 -0.335 0.630
Si -2.205 3.963 4.078 -0.421 -0.037 0.568 0.004
C -3.758 3.635 3.032 0.475 0.078 -0.095 0.009
C -2.625 5.376 5.268 0.175 -0.124 -0.225 0.002
C -1.811 2.390 5.066 0.082 0.243 -0.286 0.004
Si 1.773 4.834 4.113 0.438 -0.114 0.462 0.016
C 1.748 6.383 5.215 -0.205 -0.060 -0.319 0.006
C 3.248 4.926 2.932 -0.372 -0.090 0.073 0.000
C 1.931 3.380 5.297 -0.156 0.114 -0.329 0.001
H 0.643 7.715 -0.317 -0.110 0.047 0.016 0.000
H 1.338 6.139 0.055 0.029 -0.019 -0.002 0.000
H 1.697 7.524 1.075 0.012 0.006 0.066 0.000
H -0.702 8.865 2.772 -0.021 0.004 -0.146 0.002
H 0.322 7.762 3.681 -0.005 0.041 0.001 0.000
H -1.428 7.606 3.765 -0.044 0.002 0.033 0.000
H -2.323 8.183 0.721 0.182 0.056 0.121 0.001
H -3.063 6.660 1.179 -0.045 0.015 0.006 0.000
H -2.206 6.806 -0.354 0.000 0.005 0.042 0.000
H -4.030 4.505 2.431 0.008 0.043 -0.024 0.000
H -4.607 3.404 3.677 0.053 -0.023 0.125 0.000
H -3.624 2.790 2.353 -0.019 0.016 -0.048 0.008
H -3.126 6.191 4.745 -0.009 0.039 -0.048 0.000
H -1.738 5.786 5.751 0.046 -0.002 0.039 0.000
H -3.299 5.029 6.052 -0.039 -0.093 0.004 0.000
H -1.371 1.632 4.412 0.038 -0.099 0.020 0.005
H -2.703 1.958 5.521 -0.102 0.070 -0.044 0.000
H -1.091 2.589 5.861 0.058 0.010 -0.015 0.000
H 2.155 7.262 4.715 -0.021 0.028 -0.057 0.000
H 2.364 6.202 6.097 0.072 -0.166 -0.026 0.001
H 0.748 6.630 5.570 -0.028 0.013 0.045 0.000
H 3.134 5.730 2.203 -0.016 0.037 -0.011 0.000
H 3.356 3.993 2.382 0.002 -0.045 -0.012 0.000
H 4.176 5.100 3.479 -0.041 0.037 0.133 0.000
H 1.134 3.377 6.042 -0.035 0.048 0.017 0.000
H 2.883 3.396 5.830 0.064 0.135 -0.030 0.000
H 1.876 2.451 4.739 -0.010 -0.181 -0.030 0.000
C 2.459 1.222 -3.387 -0.128 0.060 0.049 0.000
N 2.065 0.018 -4.101 -0.060 -0.182 0.365 0.000
C 3.012 -0.397 -5.120 -0.072 0.050 -0.053 0.000
P 0.976 -1.043 -3.413 0.355 -0.561 -0.502 0.001
O 0.230 -0.364 -2.332 -0.007 0.115 -0.181 0.019
N 1.868 -2.412 -3.012 -0.317 0.546 0.024 0.001
C 3.016 -2.162 -2.147 0.149 -0.031 -0.008 0.000
C 1.128 -3.599 -2.601 0.009 -0.075 -0.009 0.000
N -0.044 -1.673 -4.574 0.211 0.163 0.152 0.001
C 0.431 -2.492 -5.678 -0.083 -0.101 0.033 0.000
C -1.287 -0.987 -4.884 -0.049 0.034 0.072 0.010
H 3.460 1.126 -2.950 0.010 -0.025 -0.035 0.000
H 1.748 1.413 -2.585 0.022 0.073 -0.002 0.000
H 2.466 2.073 -4.075 0.038 0.015 0.030 0.000
H 4.032 -0.437 -4.722 -0.005 -0.021 0.028 0.000
H 3.001 0.314 -5.951 0.035 -0.042 -0.020 0.000
H 2.759 -1.383 -5.497 0.043 -0.003 -0.064 0.000
H 3.515 -1.242 -2.446 0.047 -0.029 0.018 0.000
H 3.723 -2.988 -2.247 0.016 0.036 0.018 0.000
H 2.729 -2.073 -1.093 -0.040 0.015 -0.034 0.000
H 0.249 -3.724 -3.229 -0.007 -0.071 0.024 0.000
H 0.806 -3.539 -1.554 0.013 0.047 -0.010 0.000
H 1.774 -4.472 -2.715 -0.039 -0.019 0.017 0.000
H 1.322 -3.041 -5.382 -0.003 -0.032 -0.051 0.000
H 0.648 -1.894 -6.570 0.026 0.007 0.019 0.000
H -0.348 -3.211 -5.944 0.031 -0.025 -0.008 0.000
H -1.587 -0.362 -4.045 -0.005 0.048 -0.018 0.016
H -2.072 -1.728 -5.065 -0.010 0.015 -0.018 0.000
H -1.196 -0.365 -5.782 0.007 0.034 0.011 0.000
```
Forces are in eV/Å.

Values from the calculation:
Energy relative to the best compared isomer or geometry (same formula, charge and spin) in kJ/mol: 112.8
Strongest force on any atom in Eh/bohr: 0.027
Total charge: +1
Multiplicity: 5
Gap between HOMO and LUMO (spin up / spin down) in eV: 5.688 / 4.898
Highest occupied orbital energy (spin up / spin down) in eV: -8.66 / -9.58
LUMO (spin up / spin down) in eV: -3.0 / -4.7
Energy in hartree: -7483.7392